Entry 1:
ORCA calculation (ωB97M-V with the def2-TZVPD basis set) on a molecular structure, C35H52O2P4Rh in a non-equilibrium geometry.

Properties
multiplicity: 5
expectation value of S²: 6.034
energy relative to the best compared isomer or geometry (same formula, charge and spin): 0.0000 eV
E_tot: -2990.2127 a.u.
charge: +3
maximum force: 3.24 eV/A

Each line ends with the Löwdin charge.
Geometry (Å):
Rh: -0.663649 0.445824 -0.267779  0.407
P: 0.677115 1.156869 -1.916026  0.721
P: 0.943994 0.553276 1.284551  0.738
P: -1.850746 2.337149 0.352868  0.774
H: -4.071784 -4.550022 -1.434792  0.127
C: -4.432815 -3.607974 -1.897331  0.075
C: -3.987108 -3.179258 -3.096283  0.155
H: -3.376194 -3.796439 -3.769733  0.129
C: 1.639435 -0.207329 -2.640199  -0.207
C: 1.896315 2.495034 -1.603665  -0.200
C: -0.451958 1.755224 -3.207052  -0.229
C: 0.402776 -0.254337 2.820956  -0.208
C: 2.559660 -0.241086 0.942422  -0.223
C: 1.404669 2.248911 1.853297  -0.216
C: -3.450365 2.868363 -0.419410  -0.216
C: -0.952272 3.938220 0.204616  -0.227
C: -2.330835 1.971419 2.099866  -0.232
H: -5.376039 -3.258761 -1.468085  0.127
H: -4.365585 -2.244208 -3.526856  0.115
H: 1.160507 -1.157099 -2.361124  0.034
H: 2.681351 -0.202110 -2.288080  0.057
H: 1.642958 -0.092140 -3.732834  0.076
H: 2.762286 2.090508 -1.057668  0.062
H: 1.458877 3.330551 -1.042327  0.024
H: 2.229081 2.869205 -2.583464  0.082
H: -1.237109 0.997800 -3.339892  0.042
H: 0.113368 1.880853 -4.139664  0.071
H: -0.901576 2.713103 -2.910146  0.052
H: 0.914166 0.225179 3.667124  0.080
H: 0.687496 -1.311929 2.769374  0.018
H: -0.681883 -0.145209 2.933037  0.030
H: 3.382515 0.416192 1.255290  0.069
H: 2.672530 -0.477520 -0.124475  0.010
H: 2.617174 -1.172844 1.525791  0.045
H: 0.925124 2.450949 2.818011  0.059
H: 1.093094 3.019536 1.144418  -0.008
H: 2.491053 2.314586 1.991871  0.068
H: -3.486538 3.958990 -0.415927  0.055
H: -4.306333 2.480516 0.129323  0.038
H: -3.494256 2.513703 -1.450865  0.035
H: -1.657568 4.758257 0.032653  0.061
H: -0.260211 3.925053 -0.645197  0.022
H: -0.402192 4.184975 1.115817  0.050
H: -3.197018 2.591800 2.374454  0.069
H: -1.491307 2.164816 2.785285  0.046
H: -2.619092 0.908752 2.162400  0.019
C: -3.138400 -1.302790 -1.176209  -0.490
C: -3.425979 -2.362140 -0.198638  -0.059
C: -4.169580 -2.050121 0.928044  0.009
C: -4.972525 -0.893663 0.912062  0.006
C: -5.074155 -0.135475 -0.271143  -0.032
C: -4.152353 -0.271398 -1.290440  0.014
O: -2.090733 -1.305204 -1.890807  0.011
H: -1.979328 -0.147029 0.445393  0.038
H: -2.851932 -3.287663 -0.294684  0.118
H: -4.236471 -2.750556 1.780550  0.153
H: -5.576186 -0.631943 1.783517  0.140
H: -5.860740 0.611769 -0.352091  0.135
H: -4.135574 0.371590 -2.173824  0.138
O: 0.894546 -2.529965 -0.326280  -0.389
P: 1.848626 -3.684988 -0.208265  0.761
C: 3.301195 -3.263507 -1.192193  -0.287
C: 3.256815 -3.432650 -2.586049  -0.087
C: 4.300179 -2.972854 -3.392701  -0.062
C: 5.381386 -2.285368 -2.827966  -0.057
C: 5.421060 -2.085618 -1.444165  -0.059
C: 4.382589 -2.561987 -0.632548  -0.104
C: 2.341366 -3.954968 1.508662  -0.279
C: 3.609890 -4.463628 1.827759  -0.077
C: 3.995413 -4.635276 3.162499  -0.044
C: 3.121784 -4.275083 4.193802  -0.049
C: 1.836346 -3.803813 3.887443  -0.071
C: 1.435200 -3.673882 2.552943  -0.112
C: 1.237204 -5.234097 -0.843513  -0.292
C: 2.147855 -6.228380 -1.223413  -0.065
C: 1.676677 -7.461885 -1.673624  -0.044
C: 0.300491 -7.693741 -1.780223  -0.048
C: -0.604745 -6.683410 -1.418857  -0.078
C: -0.143393 -5.452993 -0.939687  -0.082
H: 2.396017 -3.922995 -3.036646  0.115
H: 4.256778 -3.147080 -4.468334  0.116
H: 6.198570 -1.934794 -3.465797  0.120
H: 6.267087 -1.560375 -0.990531  0.118
H: 4.420247 -2.373811 0.440908  0.096
H: 4.316409 -4.728548 1.042499  0.111
H: 4.989221 -5.026777 3.400284  0.123
H: 3.422712 -4.386861 5.238536  0.120
H: 1.141350 -3.531360 4.689925  0.114
H: 0.418120 -3.349688 2.312446  0.097
H: 3.220280 -6.059909 -1.147900  0.116
H: 2.378570 -8.230079 -1.990097  0.120
H: -0.082195 -8.645229 -2.163811  0.121
H: -1.684674 -6.842167 -1.493905  0.100
H: -0.832310 -4.651952 -0.661778  0.079

Forces on atoms 1 to 3 (eV/Å):
-0.87 -1.38 1.19
0.63 1.19 -1.64
2.04 0.04 1.49

Entry 2:
ORCA calculation (ωB97M-V with the def2-TZVPD basis set) on a molecular structure, C25H22I2N3OSSn in a non-equilibrium geometry.

Properties
multiplicity: 1
E_tot: -2412.1511 a.u.
charge: +3
maximum force: 5.98 eV/A

Each line ends with the natural charge from an NBO analysis.
Geometry (Å):
Sn: 14.862985 10.671822 5.547928  1.434
I: 20.840083 10.338530 10.738996  0.595
C: 19.566357 10.326500 9.102166  -0.127
C: 20.024169 11.030741 7.945600  -0.203
C: 19.195722 11.058741 6.837153  -0.226
I: 20.094219 11.643571 5.078400  0.786
C: 17.807355 10.700425 6.915555  0.410
O: 17.068364 10.854845 5.813900  -0.615
C: 17.383213 10.104922 8.137706  -0.042
C: 15.932155 9.859609 8.517104  -0.270
N: 14.983244 10.837523 7.942692  -0.688
C: 15.241267 12.219257 8.424751  -0.271
C: 14.780232 13.235158 7.410913  0.212
C: 14.483267 14.542562 7.805225  -0.226
C: 14.222560 15.499207 6.807349  -0.067
C: 14.255781 15.094089 5.447486  -0.226
C: 14.594340 13.799879 5.163924  0.070
N: 14.895672 12.870093 6.106023  -0.588
C: 18.317552 9.727109 9.131779  -0.136
H: 21.024153 11.470366 7.968812  0.285
H: 15.757696 9.905842 9.621147  0.242
H: 15.634688 8.848168 8.214990  0.260
H: 13.996762 10.544819 8.125124  0.433
H: 16.342849 12.347157 8.548891  0.222
H: 14.778236 12.387159 9.438196  0.252
H: 14.476217 14.826536 8.849452  0.255
H: 13.973882 16.486812 7.073040  0.254
H: 14.069614 15.818359 4.654216  0.271
H: 14.704198 13.439613 4.132252  0.226
H: 18.062771 9.050829 9.943291  0.277
N: 12.496303 11.035225 5.455925  -1.257
S: 11.567717 10.459485 6.660683  1.065
C: 10.836340 8.908882 6.138738  -0.266
C: 9.873236 8.825349 5.126436  -0.210
C: 9.288625 7.582050 4.860172  -0.168
C: 9.631742 6.464444 5.611125  -0.157
C: 10.632105 6.566007 6.560136  -0.192
C: 11.269209 7.775152 6.806431  -0.203
C: 10.221094 11.608948 6.771365  -0.271
C: 9.073099 11.098931 7.308940  -0.209
C: 8.003608 12.022251 7.485292  -0.170
C: 8.068881 13.325512 6.997093  -0.167
C: 9.260882 13.801160 6.426079  -0.180
C: 10.331348 12.922828 6.290814  -0.212
H: 12.127337 10.692552 4.541467  0.398
H: 9.628622 9.742016 4.568120  0.241
H: 8.539906 7.523007 4.057424  0.251
H: 9.143664 5.509262 5.425755  0.253
H: 10.936448 5.644677 7.117724  0.248
H: 12.139137 7.867911 7.447190  0.209
H: 8.962529 10.023850 7.380887  0.242
H: 7.134786 11.640800 8.033136  0.246
H: 7.201914 13.968357 7.004020  0.248
H: 9.360964 14.811880 6.112053  0.235
H: 11.258893 13.165247 5.814425  0.225

Forces on atoms 1 to 3 (eV/Å):
-1.94 -0.20 -0.72
-0.69 -0.21 -0.69
2.68 1.06 0.02

Entry 3:
ORCA calculation (ωB97M-V with the def2-TZVPD basis set) on a molecular structure, C5H12N2O in a non-equilibrium geometry.

Properties
multiplicity: 1
energy relative to the best compared isomer or geometry (same formula, charge and spin): 5.4818 eV
E_tot: -382.3011 a.u.
maximum force: 3.46 eV/A

Each line ends with the natural charge from an NBO analysis.
Geometry (Å):
C: 0.073764 -0.262700 1.793060  -0.079
C: 1.420910 1.582149 -0.180163  -0.424
C: 1.768479 -0.816503 -0.468305  -0.424
C: -2.309607 -0.987763 -0.842474  -0.437
N: 0.948250 0.239118 0.090030  -0.373
C: -0.656220 -0.016216 0.562791  0.498
O: -1.300535 1.235711 0.578409  -0.727
N: -1.244395 -1.143111 0.117530  -0.725
H: -1.884803 1.289591 -0.186971  0.488
H: 0.124885 0.512318 2.553184  0.215
H: 0.337723 -1.293026 1.982041  0.234
H: 2.774234 -0.788998 -0.034279  0.187
H: 0.762856 2.312061 0.282503  0.233
H: 2.439551 1.712053 0.201302  0.186
H: 1.433079 1.779174 -1.260152  0.202
H: 1.863102 -0.696514 -1.554627  0.201
H: 1.283661 -1.773721 -0.284112  0.242
H: -1.981466 -0.498981 -1.777681  0.146
H: -2.685811 -1.975160 -1.110208  0.205
H: -3.167658 -0.409482 -0.461878  0.152

Forces on atoms 1 to 3 (eV/Å):
1.72 1.45 -2.03
0.38 0.15 0.46
-0.15 -0.12 0.11